No. 1
{
  "formula": "C36H34Cl3FeN8O7S",
  "method": "the ωB97M-V functional and the def2-TZVPD basis",
  "symbols": ["Fe", "N", "C", "C", "C", "C", "C", "C", "S", "O", "O", "N", "C", "N", "C", "C", "C", "N", "H", "H", "H", "H", "H", "H", "H", "H", "H", "C", "O", "C", "C", "C", "C", "C", "C", "N", "C", "N", "C", "C", "C", "C", "C", "C", "O", "C", "N", "C", "C", "C", "C", "C", "C", "O", "C", "H", "H", "H", "H", "H", "H", "H", "H", "H", "H", "H", "H", "H", "H", "H", "H", "H", "H", "H", "H", "H", "H", "Cl", "C", "Cl", "Cl", "C", "O", "O", "C", "C", "N", "H", "H", "H"],
  "positions_angstrom": [[-0.350, 0.923, 0.182], [1.447, 2.295, 8.417], [1.478, 2.296, 7.091], [1.504, 3.526, 6.344], [1.442, 3.526, 4.963], [1.290, 2.296, 4.285], [1.226, 1.095, 4.963], [1.383, 1.062, 6.360], [1.090, 2.328, 2.525], [1.751, 1.149, 2.042], [1.475, 3.629, 2.096], [-0.492, 2.079, 2.014], [-1.548, 2.792, 2.510], [-1.361, 3.716, 3.470], [-2.410, 4.368, 3.986], [-3.692, 4.035, 3.635], [-3.815, 3.183, 2.521], [-2.767, 2.591, 1.955], [1.785, 3.104, 8.951], [1.187, 1.417, 8.861], [1.444, 4.502, 6.840], [1.626, 4.477, 4.391], [1.146, 0.171, 4.463], [1.330, 0.140, 6.897], [-2.174, 5.129, 4.700], [-4.548, 4.625, 4.044], [-4.766, 2.949, 2.075], [1.630, -6.437, -2.105], [1.302, -5.048, -2.202], [0.526, -4.583, -3.216], [-0.210, -5.409, -4.097], [-0.837, -4.843, -5.212], [-0.876, -3.461, -5.374], [-0.340, -2.622, -4.384], [0.342, -3.165, -3.254], [0.839, -2.349, -2.183], [0.215, -1.287, -1.606], [-1.118, -1.241, -1.999], [-2.035, -0.201, -2.041], [-1.771, 0.974, -1.277], [-2.464, 2.063, -1.725], [-3.484, 1.940, -2.650], [-3.844, 0.742, -3.237], [-3.099, -0.383, -2.928], [-3.256, -1.677, -3.381], [-4.559, -2.050, -3.789], [0.773, -0.417, -0.816], [2.150, -0.508, -0.403], [2.478, -1.126, 0.792], [3.806, -1.562, 1.008], [4.850, -1.143, 0.180], [4.543, -0.458, -0.998], [3.174, -0.199, -1.318], [2.853, -0.008, -2.626], [3.789, 0.504, -3.530], [2.373, -6.553, -1.317], [1.979, -6.868, -3.052], [0.759, -6.993, -1.764], [-0.419, -6.431, -3.778], [-1.279, -5.505, -5.948], [-1.371, -3.046, -6.271], [-0.488, -1.549, -4.400], [1.651, -2.689, -1.627], [-1.382, -2.038, -2.500], [-2.141, 3.078, -1.305], [-4.002, 2.840, -2.902], [-4.651, 0.632, -3.959], [-4.459, -3.060, -4.199], [-4.902, -1.392, -4.547], [-5.194, -2.022, -2.909], [1.766, -1.330, 1.554], [4.051, -2.178, 1.898], [5.894, -1.268, 0.430], [5.329, -0.171, -1.698], [3.208, 0.837, -4.388], [4.529, -0.251, -3.831], [4.290, 1.341, -3.049], [0.344, 3.585, -3.517], [1.338, 4.165, -2.042], [2.974, 4.657, -2.473], [0.317, 5.454, -1.332], [1.496, 2.860, -1.113], [2.606, 2.346, -1.075], [0.319, 2.639, -0.653], [-2.731, -2.027, 2.873], [-1.963, -1.192, 2.033], [-1.417, -0.508, 1.284], [-2.874, -1.678, 3.925], [-2.300, -3.017, 2.996], [-3.712, -2.117, 2.446]],
  "lowdin_charge": [0.974, 0.095, -0.335, -0.029, -0.067, -0.300, -0.066, -0.018, 0.618, -0.324, -0.281, -0.155, -0.458, 0.125, -0.139, -0.084, -0.139, 0.112, 0.120, 0.108, 0.108, 0.134, 0.093, 0.090, 0.100, 0.105, 0.096, -0.061, -0.088, -0.210, -0.022, -0.095, -0.087, -0.017, -0.124, 0.165, -0.309, 0.139, -0.181, -0.130, -0.140, -0.096, -0.021, -0.230, -0.117, -0.057, 0.063, -0.220, -0.051, -0.085, -0.081, 0.002, -0.230, -0.098, -0.079, 0.093, 0.101, 0.086, 0.111, 0.102, 0.115, 0.123, 0.174, 0.087, 0.121, 0.096, 0.109, 0.099, 0.068, 0.100, 0.092, 0.105, 0.099, 0.105, 0.098, 0.093, 0.093, 0.509, -1.393, 0.622, 0.575, -0.723, 0.014, -0.196, -0.038, -0.151, 0.185, 0.117, 0.095, 0.092],
  "gap_ev": [7.6, 7.1],
  "spin_multiplicity": 6,
  "e_homo_ev": [-7.652, -7.624]
}



No. 2
{
  "formula": "C36H34FN7O8",
  "method": "the ωB97M-V functional and the def2-TZVPD basis",
  "symbols": ["N", "C", "C", "C", "C", "C", "C", "C", "C", "F", "C", "N", "C", "C", "N", "C", "H", "H", "H", "H", "H", "H", "H", "H", "H", "H", "H", "H", "H", "H", "C", "C", "C", "C", "C", "C", "N", "O", "O", "H", "H", "H", "H", "H", "C", "C", "C", "C", "C", "C", "N", "O", "O", "H", "H", "H", "H", "H", "C", "C", "C", "C", "C", "C", "N", "O", "O", "H", "H", "H", "H", "H", "C", "C", "C", "C", "C", "C", "N", "O", "O", "H", "H", "H", "H", "H"],
  "positions_angstrom": [[3.854, -0.978, -2.841], [2.703, -1.004, -3.820], [1.808, 0.368, -3.882], [1.226, 0.886, -2.439], [0.206, -0.154, -1.686], [-0.743, -0.948, -2.780], [-0.645, -2.587, -2.788], [-1.559, -3.399, -3.892], [-2.528, -2.533, -4.903], [-3.322, -3.306, -5.905], [-2.635, -0.868, -4.901], [-3.548, -0.257, -5.927], [-3.489, 1.238, -5.780], [-2.637, 2.079, -4.677], [-1.743, 1.416, -3.668], [-1.729, -0.079, -3.805], [3.661, -0.401, -1.994], [4.770, -0.754, -3.287], [2.050, -1.990, -3.664], [3.183, -1.135, -4.905], [0.954, 0.192, -4.697], [2.499, 1.220, -4.334], [2.152, 1.168, -1.751], [0.627, 1.895, -2.593], [-0.455, 0.434, -0.885], [0.884, -0.891, -1.039], [0.074, -3.151, -2.055], [-1.479, -4.570, -3.901], [-4.140, 1.874, -6.552], [-2.711, 3.267, -4.696], [-8.619, 3.113, -6.624], [-8.854, 4.485, -6.716], [-8.144, 5.373, -5.905], [-7.194, 4.872, -5.004], [-6.961, 3.494, -4.904], [-7.680, 2.616, -5.719], [-6.426, 5.802, -4.166], [-6.674, 7.012, -4.270], [-5.571, 5.323, -3.407], [-9.171, 2.425, -7.263], [-9.589, 4.864, -7.423], [-8.339, 6.440, -5.988], [-6.230, 3.092, -4.206], [-7.504, 1.545, -5.651], [0.411, -3.084, 4.742], [-0.380, -3.350, 3.623], [-0.607, -2.352, 2.674], [-0.032, -1.086, 2.854], [0.756, -0.815, 3.981], [0.974, -1.820, 4.925], [-0.246, -0.040, 1.847], [-0.965, -0.314, 0.874], [0.306, 1.055, 2.025], [0.590, -3.868, 5.477], [-0.817, -4.337, 3.489], [-1.226, -2.575, 1.807], [1.205, 0.165, 4.136], [1.586, -1.620, 5.801], [8.828, 0.878, 0.757], [7.909, 0.014, 1.354], [6.576, 0.014, 0.939], [6.174, 0.885, -0.084], [7.093, 1.758, -0.680], [8.423, 1.751, -0.254], [4.780, 0.871, -0.543], [3.993, 0.097, 0.022], [4.470, 1.631, -1.472], [9.868, 0.871, 1.081], [8.232, -0.662, 2.143], [5.872, -0.665, 1.414], [6.793, 2.442, -1.472], [9.144, 2.423, -0.713], [0.754, -1.407, 11.276], [-0.449, -1.622, 10.603], [-0.486, -2.456, 9.484], [0.693, -3.076, 9.048], [1.904, -2.857, 9.718], [1.929, -2.019, 10.834], [0.656, -3.974, 7.888], [-0.431, -4.128, 7.311], [1.712, -4.530, 7.554], [0.777, -0.761, 12.152], [-1.360, -1.141, 10.952], [-1.432, -2.613, 8.970], [2.827, -3.328, 9.388], [2.863, -1.844, 11.363]],
  "lowdin_charge": [-0.038, -0.274, -0.202, -0.213, -0.182, -0.068, -0.020, 0.002, -0.047, -0.102, -0.095, 0.049, -0.081, -0.056, 0.060, -0.099, 0.006, 0.068, 0.100, 0.118, 0.107, 0.115, 0.088, 0.103, 0.104, 0.121, 0.101, 0.096, 0.106, 0.114, -0.073, -0.069, -0.002, -0.144, -0.006, -0.068, -0.327, 0.061, 0.058, 0.108, 0.108, 0.119, 0.115, 0.110, -0.073, -0.053, 0.002, -0.140, 0.000, -0.060, -0.304, 0.022, 0.069, 0.070, 0.112, 0.119, 0.118, 0.106, -0.073, -0.067, 0.004, -0.134, 0.002, -0.067, -0.320, 0.053, 0.051, 0.108, 0.109, 0.120, 0.120, 0.109, -0.071, -0.064, 0.003, -0.141, 0.000, -0.066, -0.319, 0.048, 0.065, 0.109, 0.110, 0.121, 0.119, 0.109],
  "gap_ev": 6.7,
  "de_lowest_kcal_mol": 305.05,
  "smiles": "NCCCCc1ccc(F)c2nccnc12.O=[N+]([O-])c1ccccc1.O=[N+]([O-])c1ccccc1.O=[N+]([O-])c1ccccc1.O=[N+]([O-])c1ccccc1",
  "spin_multiplicity": 1,
  "e_homo_ev": -7.810
}



No. 3
{
  "formula": "C36H34N6O4PtS2",
  "method": "the ωB97M-V functional and the def2-TZVPD basis",
  "symbols": ["Pt", "C", "O", "C", "C", "C", "C", "C", "C", "N", "N", "C", "C", "O", "C", "C", "C", "C", "C", "C", "C", "C", "H", "H", "H", "H", "H", "H", "H", "H", "H", "H", "H", "H", "H", "C", "C", "C", "C", "C", "C", "C", "S", "O", "O", "N", "C", "C", "C", "C", "C", "C", "C", "C", "N", "C", "H", "H", "H", "H", "H", "H", "H", "H", "H", "H", "H", "H", "H", "C", "N", "C", "S", "N", "C", "H", "H", "H", "H", "H", "H", "H", "H"],
  "positions_angstrom": [[0.216, -1.257, 0.561], [-2.914, 0.984, -2.767], [-2.311, 0.643, -1.517], [-1.742, 1.641, -0.811], [-1.706, 2.977, -1.199], [-1.122, 3.922, -0.366], [-0.556, 3.566, 0.851], [-0.590, 2.242, 1.251], [-1.187, 1.300, 0.430], [-1.364, -0.048, 0.895], [-2.338, -0.321, 1.623], [-2.695, -1.442, 2.211], [-1.967, -2.667, 2.027], [-0.884, -2.745, 1.343], [-2.485, -3.861, 2.587], [-3.631, -3.827, 3.316], [-4.378, -2.632, 3.552], [-5.553, -2.655, 4.320], [-6.261, -1.497, 4.534], [-5.805, -0.296, 3.983], [-4.651, -0.252, 3.228], [-3.924, -1.421, 3.002], [-3.739, 1.683, -2.623], [-2.177, 1.410, -3.450], [-3.296, 0.054, -3.175], [-2.147, 3.289, -2.134], [-1.116, 4.959, -0.676], [-0.103, 4.315, 1.485], [-0.167, 1.923, 2.194], [-1.934, -4.777, 2.426], [-4.004, -4.749, 3.749], [-5.891, -3.594, 4.739], [-7.166, -1.512, 5.125], [-6.363, 0.615, 4.154], [-4.306, 0.686, 2.815], [3.205, 4.755, -4.294], [3.151, 3.690, -3.239], [4.274, 2.925, -2.931], [4.222, 1.936, -1.961], [3.029, 1.723, -1.289], [1.899, 2.485, -1.557], [1.965, 3.454, -2.536], [2.948, 0.529, -0.017], [2.422, 1.139, 1.169], [4.191, -0.187, 0.042], [1.755, -0.570, -0.493], [1.741, -0.989, -1.848], [2.781, -0.943, -2.744], [2.589, -1.354, -4.082], [1.389, -1.832, -4.523], [0.320, -1.970, -3.607], [-0.933, -2.536, -3.918], [-1.881, -2.694, -2.939], [-1.584, -2.302, -1.630], [-0.421, -1.764, -1.322], [0.527, -1.563, -2.279], [4.201, 4.845, -4.721], [2.924, 5.723, -3.878], [2.506, 4.533, -5.101], [5.203, 3.108, -3.454], [5.097, 1.348, -1.717], [0.991, 2.325, -0.991], [1.090, 4.054, -2.755], [3.760, -0.613, -2.435], [3.427, -1.288, -4.762], [1.254, -2.144, -5.550], [-1.132, -2.858, -4.933], [-2.844, -3.137, -3.150], [-2.296, -2.435, -0.827], [2.566, 1.096, 4.359], [3.118, -0.145, 3.819], [2.518, -0.975, 2.981], [0.794, -0.849, 2.806], [3.235, -1.925, 2.397], [2.732, -3.102, 1.705], [3.210, 1.413, 5.174], [1.570, 0.930, 4.757], [2.540, 1.863, 3.587], [4.097, -0.315, 4.003], [4.239, -1.810, 2.407], [2.513, -2.888, 0.657], [1.846, -3.484, 2.208], [3.508, -3.863, 1.733]],
  "lowdin_charge": [1.333, -0.034, -0.085, -0.231, -0.002, -0.052, -0.055, -0.022, -0.192, -0.107, 0.168, -0.134, -0.316, -0.213, 0.024, 0.048, -0.161, -0.004, -0.045, -0.037, -0.011, -0.095, 0.107, 0.104, 0.091, 0.116, 0.123, 0.121, 0.102, 0.131, 0.137, 0.125, 0.118, 0.118, 0.114, -0.030, -0.240, -0.005, -0.045, -0.310, -0.034, -0.009, 0.636, -0.323, -0.272, -0.260, -0.253, 0.017, -0.019, 0.000, -0.130, 0.047, -0.011, -0.078, -0.044, -0.157, 0.084, 0.093, 0.092, 0.125, 0.123, 0.085, 0.120, 0.106, 0.125, 0.129, 0.138, 0.126, 0.126, -0.055, -0.004, -0.704, 0.782, -0.007, -0.066, 0.101, 0.071, 0.083, 0.162, 0.156, 0.061, 0.080, 0.106],
  "gap_ev": 6.0,
  "charge": 2,
  "de_lowest_kcal_mol": 0.94,
  "spin_multiplicity": 1,
  "e_homo_ev": -13.383
}



Listing max |F| for the structures above in their given order: 3.5; 7.4; 0.2 eV/A.